No. 1
DFT (wB97M-V/def2-TZVPD) results for C4H3N3 in the gas phase in a non-equilibrium geometry.

```
10
Properties=species:S:1:pos:R:3:forces:R:3
N -1.07139 -1.64145 2.68159 0.25 0.54 -1.02
C -0.83583 -1.12158 1.67630 -0.26 -0.50 0.90
C -0.52274 -0.46921 0.42322 0.26 0.13 0.04
N -1.29655 -0.54792 -0.65837 0.16 0.14 -0.14
C -0.70321 0.17653 -1.66761 0.10 -0.07 0.37
C 0.57245 0.73749 -1.06797 -0.05 0.02 -0.11
N 0.58580 0.24850 0.30767 -0.21 -0.13 0.02
H 0.55552 1.83394 -1.10163 0.00 -0.15 -0.03
H 1.44584 0.38052 -1.62749 -0.13 0.06 0.05
H 1.27011 0.40318 1.03429 -0.13 -0.05 -0.09
```
Positions in Å, forces in eV/Å.

Energy relative to the best compared isomer or geometry (same formula, charge and spin) (eV): 3.170
Energy (Ha): -318.3682
LUMO (eV): -1.08

natural (NBO) population analysis, charges in e, atoms 1 to 2: -0.209, 0.217

No. 2
DFT (wB97M-V/def2-TZVPD) results for 2 unconnected molecules or ions with the total composition CH5OP in a non-equilibrium geometry.

```
8
Properties=species:S:1:pos:R:3:forces:R:3
C 0.75659 0.39654 -0.49766 0.33 0.18 0.71
P 2.08151 -0.47961 -0.05612 0.20 -0.49 0.30
H 0.59166 0.36826 -1.59003 -0.66 0.80 0.87
H 0.25537 0.93712 0.36295 -0.02 -0.46 -1.94
H 1.88682 -0.32694 1.34363 0.31 0.06 0.05
O -2.06844 -0.76630 -0.12621 -4.09 1.39 1.49
H -1.75418 0.10491 0.04536 0.43 0.76 0.09
H -1.39344 -1.25171 -0.45291 3.48 -2.25 -1.57
```
Positions in Å, forces in eV/Å.

Energy relative to the best compared isomer or geometry (same formula, charge and spin) (eV): 1.799
Energy (Ha): -457.6151
SMILES string: C=P.O
LUMO (eV): -0.05

natural (NBO) population analysis, charges in e, atoms 1 to 2: -0.881, 0.468

No. 3
DFT (wB97M-V/def2-TZVPD) results for 3 unconnected molecules or ions with the total composition C4H9INO in a non-equilibrium geometry.

```
16
Properties=species:S:1:pos:R:3:forces:R:3
C -3.00790 3.73649 -0.88852 0.42 1.58 -0.53
C -4.00624 2.12618 0.60292 1.61 1.50 -2.60
C -1.43688 2.18610 0.07044 -0.07 1.06 0.72
C -2.88157 2.64251 -0.05548 -1.74 -1.55 2.38
N 6.34990 -3.83704 -1.41664 -0.33 -2.35 -0.27
O -2.88126 4.64186 -1.55013 -0.53 -0.90 0.43
I -4.79869 -1.33827 -0.05694 0.30 -0.32 -0.18
H -3.99769 1.19153 1.10430 0.57 -0.44 0.86
H -5.74249 -0.17429 0.46053 -0.43 0.20 0.13
H -4.98749 2.54974 0.44127 -0.03 0.25 0.00
H -1.07744 2.02404 -0.91661 0.78 -0.43 -0.59
H -1.35773 1.35199 0.71694 -0.40 -1.45 0.10
H -0.77908 2.86276 0.64489 -0.49 0.50 -0.72
H 5.33257 -3.80370 -1.23881 0.81 -0.23 -0.22
H 6.57653 -4.76928 -1.90036 -0.66 1.80 1.11
H 6.53581 -3.15192 -2.11143 0.19 0.78 -0.62
```
Positions in Å, forces in eV/Å.

Energy relative to the best compared isomer or geometry (same formula, charge and spin) (eV): 2.249
Energy (Ha): -585.1482
Total charge: +1
LUMO (eV): -6.45

natural (NBO) population analysis, charges in e, atoms 1 to 2: 0.916, -0.064

No. 4
DFT (wB97M-V/def2-TZVPD) results for C3H4ClN in the gas phase in a non-equilibrium geometry.

```
9
Properties=species:S:1:pos:R:3:forces:R:3
H 0.94270 2.68403 0.23385 1.65 2.10 -0.88
N 0.33562 1.97232 0.46159 -1.41 -2.44 1.12
C 0.53448 0.92466 -0.18921 -2.17 -2.37 -0.49
C -0.59057 -0.43187 0.05096 3.90 2.10 -1.09
C -0.22477 -1.70833 0.17823 2.51 2.54 0.66
Cl -2.11217 0.19913 -0.28909 -1.20 -0.17 0.07
H 1.16482 0.85350 -1.11865 -0.22 -0.34 1.06
H -0.87061 -2.48187 0.25786 -2.33 -2.13 0.01
H 0.82050 -2.01158 0.41447 -0.73 0.72 -0.46
```
Positions in Å, forces in eV/Å.

Energy relative to the best compared isomer or geometry (same formula, charge and spin) (eV): 1.838
Energy (Ha): -631.5701
SMILES string: [H]/N=C/C(=C)Cl
LUMO (eV): 0.90

natural (NBO) population analysis, charges in e, atoms 1 to 2: 0.344, -0.596

No. 5
DFT (wB97M-V/def2-TZVPD) results for a molecular structure, C40H34BrF4N4OPRbSSe2.

```
89
Properties=species:S:1:pos:R:3:forces:R:3
Rb 0.45324 -0.67135 -1.78034 -0.15 0.36 -0.06
Se -0.17403 -0.36063 -5.40414 0.02 0.00 0.01
Se 1.63013 -1.75096 -5.79533 -0.04 0.00 0.02
C 1.28418 -3.21810 -4.58985 -0.03 -0.01 0.02
C 2.06800 -4.35327 -4.79702 0.00 0.04 -0.02
C 1.81540 -5.47024 -4.02860 0.00 -0.03 0.03
C 0.79240 -5.42560 -3.08936 0.00 -0.01 0.00
C 0.08960 -4.24653 -2.95062 -0.01 0.00 0.00
N 0.32930 -3.15075 -3.67929 0.04 0.10 0.02
C 0.76645 1.21560 -4.78650 -0.01 0.01 -0.04
C 0.31870 2.43969 -5.26960 0.00 -0.02 -0.03
C 0.98220 3.58249 -4.85997 0.01 0.01 0.00
C 2.07560 3.45779 -4.01684 0.00 0.02 0.02
C 2.43139 2.19157 -3.58845 0.00 0.02 0.05
N 1.77539 1.08428 -3.94014 -0.04 -0.08 -0.02
H 2.83810 -4.36047 -5.55692 0.00 0.00 -0.01
H 2.39777 -6.37097 -4.16892 0.01 -0.01 -0.01
H 0.54632 -6.28685 -2.48473 0.00 -0.01 0.01
H -0.71570 -4.16466 -2.22833 -0.01 0.00 0.03
H -0.50915 2.48743 -5.96333 -0.01 -0.01 -0.01
H 0.66635 4.55395 -5.21548 -0.01 0.02 -0.01
H 2.63757 4.32189 -3.69282 0.01 0.01 0.01
H 3.27273 2.04783 -2.92105 0.04 0.01 0.03
F -4.69376 5.53587 -3.41081 0.05 -0.04 0.04
C -3.94807 4.78744 -2.60955 -0.02 0.03 0.00
C -3.61144 5.24079 -1.34718 -0.02 0.03 0.00
F -4.03907 6.42747 -0.93244 0.03 -0.06 -0.02
C -2.82821 4.44505 -0.52769 -0.04 0.03 0.00
F -2.55432 4.92351 0.68704 0.02 0.03 -0.04
C -2.35466 3.20115 -0.91924 -0.03 0.01 0.04
P -1.23794 2.16366 0.12585 -0.03 -0.02 -0.09
C 0.15959 3.30300 0.43791 -0.04 -0.06 0.09
C 1.28666 3.08562 -0.34780 0.04 0.02 -0.04
C 2.42908 3.85425 -0.18988 0.06 0.03 -0.03
C 2.46466 4.84244 0.78300 -0.02 -0.03 0.00
C 1.35340 5.05607 1.58725 -0.01 -0.02 -0.03
C 0.20720 4.29409 1.41570 0.00 0.05 0.02
C -2.15724 2.11790 1.70074 0.02 0.02 0.03
C -1.48388 2.08411 2.92122 -0.02 -0.01 -0.01
C -2.18439 1.89608 4.10370 -0.01 -0.01 0.00
C -3.56162 1.72878 4.08473 0.01 0.01 -0.01
C -4.23855 1.75828 2.87340 0.00 0.01 0.01
C -3.54115 1.95285 1.69139 -0.02 -0.05 -0.02
C -2.74001 2.75564 -2.18582 0.00 0.02 -0.02
Br -2.28509 1.03914 -2.84957 -0.18 0.14 -0.12
C -3.51356 3.53914 -3.02461 0.00 0.01 0.02
F -3.86592 3.12170 -4.23863 -0.01 -0.01 -0.01
H 1.27071 2.29436 -1.08683 0.01 -0.02 -0.06
H 3.29840 3.67378 -0.81169 -0.03 0.00 0.01
H 3.35704 5.43776 0.92147 0.01 0.01 0.00
H 1.37759 5.82084 2.35153 0.00 0.02 0.02
H -0.64623 4.46770 2.05607 0.01 0.02 -0.03
H -0.40946 2.21668 2.95387 0.02 -0.05 0.00
H -1.64973 1.89266 5.04489 0.01 -0.01 0.02
H -4.10638 1.58976 5.00845 -0.01 -0.01 0.02
H -5.31330 1.63809 2.84798 -0.02 0.00 0.00
H -4.08560 1.97646 0.75340 0.01 -0.01 0.01
C -1.18686 -1.25631 1.91477 0.01 0.00 0.00
C 0.08082 -0.53223 2.20152 0.00 0.03 -0.03
N 0.78562 0.16338 1.34052 0.02 -0.10 -0.17
C 1.87336 0.64662 2.03082 -0.11 -0.02 0.13
C 1.81540 0.24559 3.33001 -0.03 -0.04 0.00
N 0.66731 -0.51209 3.42437 0.01 0.05 0.08
H -1.58102 -0.91030 0.96108 -0.02 0.01 -0.02
H -1.93926 -1.05610 2.67925 -0.01 0.01 0.02
H -1.02238 -2.33526 1.86210 0.00 -0.01 0.00
H 2.61142 1.27306 1.56029 0.03 0.01 -0.02
H 2.45481 0.43017 4.17273 0.04 0.01 0.06
H 0.30195 -0.94689 4.25526 0.02 0.05 -0.05
C -1.15275 -5.35616 4.56575 -0.01 0.00 -0.02
C -0.27422 -4.91114 3.43156 0.00 -0.01 -0.01
C 0.71677 -3.94962 3.62214 0.00 -0.03 -0.06
C 1.52973 -3.53733 2.57918 0.02 0.00 -0.05
C 1.36547 -4.10409 1.32272 -0.03 -0.02 0.01
C 0.37968 -5.05985 1.11134 0.03 -0.01 0.04
C -0.43407 -5.45680 2.15949 0.01 0.01 0.02
S 2.30376 -3.59401 -0.10551 0.08 0.00 0.14
C 3.94753 -3.60262 0.61131 -0.02 0.08 -0.03
O 1.98495 -2.14508 -0.33859 0.34 -0.48 0.12
H -0.88563 -4.85809 5.49507 0.01 0.01 0.03
H -1.06830 -6.43164 4.72146 0.00 -0.02 0.00
H -2.20014 -5.14013 4.35184 -0.01 0.00 0.00
H 0.85678 -3.52552 4.60852 0.01 0.02 0.05
H 2.27290 -2.76810 2.74484 0.02 0.02 0.00
H 0.25922 -5.49705 0.12835 -0.01 -0.01 -0.04
H -1.19759 -6.20555 1.99169 -0.02 -0.02 0.00
H 4.00293 -2.81515 1.36093 0.01 -0.01 0.02
H 4.64341 -3.38816 -0.19645 0.01 0.01 -0.02
H 4.16170 -4.57781 1.04148 -0.02 -0.05 0.01
```
Positions in Å, forces in eV/Å.

Energy relative to the best compared isomer or geometry (same formula, charge and spin) (eV): 0.377
Energy (Ha): -10378.7468
Total charge: +1
LUMO (eV): -2.07

Löwdin population analysis, charges in e, atoms 1 to 2: 0.653, 0.627

No. 6
DFT (wB97M-V/def2-TZVPD) results for C20H30N4OS in the gas phase.

```
56
Properties=species:S:1:pos:R:3:forces:R:3
N -2.55889 2.21009 -1.95203 -0.41 0.04 -0.38
C -1.98034 2.23235 -0.73196 0.20 -0.13 -0.31
O -2.59509 2.46706 0.28462 -0.14 0.15 0.41
C -0.48680 1.83826 -0.79026 0.19 0.00 0.24
N 0.05607 2.55647 -1.95246 0.09 -0.08 0.04
C 1.37560 2.18487 -2.43551 0.04 -0.24 -0.31
C 1.57748 2.77063 -3.83348 0.22 0.10 0.20
C 1.45753 4.28970 -3.79999 -0.23 -0.13 -0.15
C 0.12282 4.66898 -3.16882 0.23 0.09 0.23
C -0.00029 4.00553 -1.79947 -0.19 0.21 -0.22
C 0.23428 2.16221 0.53296 -0.35 -0.08 -0.07
C -0.24359 1.29022 1.69530 0.02 0.52 0.38
N -0.16546 -0.11704 1.35917 0.07 -0.25 0.08
C 0.95384 -0.82271 1.66483 -0.02 -0.06 -0.01
S 2.15558 -0.18639 2.61653 0.61 0.29 0.44
N 1.07083 -2.08505 1.16897 -0.52 0.11 -0.27
C 2.02430 -3.02227 1.71700 0.35 -0.17 0.20
C 1.54051 -3.63503 3.04432 0.00 0.12 -0.25
C 0.20625 -4.29425 2.85480 0.10 -0.02 0.12
C 0.11954 -5.61744 2.43931 -0.02 0.03 0.02
C -1.11112 -6.20298 2.20118 -0.03 -0.09 -0.05
C -2.27382 -5.46907 2.36662 -0.10 -0.05 -0.02
C -2.19921 -4.14933 2.77824 -0.11 0.02 -0.02
C -0.96747 -3.56708 3.02146 0.01 0.00 0.03
C -1.01727 -0.40793 0.22581 -0.04 -0.25 -0.39
C -0.46379 0.31163 -1.00891 -0.04 0.02 0.08
H -3.50892 2.52950 -2.04653 0.04 -0.04 0.09
H -1.95300 2.19740 -2.75719 0.00 0.04 0.02
H 2.17603 2.55185 -1.77139 -0.02 -0.07 0.02
H 1.45504 1.10065 -2.50122 0.04 0.04 0.07
H 0.81608 2.36039 -4.49990 0.00 -0.07 -0.03
H 2.55735 2.47318 -4.21007 0.01 -0.05 -0.04
H 2.27212 4.70604 -3.20311 0.06 0.05 0.00
H 1.53468 4.69949 -4.80848 0.07 0.05 0.01
H -0.69437 4.33185 -3.80972 -0.09 0.02 0.00
H 0.04467 5.75128 -3.05654 -0.05 0.04 -0.02
H 0.81507 4.37402 -1.15591 -0.07 -0.02 0.05
H -0.94820 4.28271 -1.33314 0.07 0.04 0.03
H 0.06768 3.20570 0.79964 0.05 0.05 0.00
H 1.30597 2.00154 0.39286 0.03 0.02 0.00
H 0.37767 1.47547 2.57212 -0.18 -0.03 -0.15
H -1.28283 1.52559 1.93058 0.12 -0.06 -0.03
H 0.22138 -2.52705 0.84695 0.05 0.11 -0.02
H 2.17742 -3.80699 0.97171 0.00 0.02 0.05
H 2.96180 -2.48828 1.88224 -0.10 -0.15 -0.11
H 1.46758 -2.83414 3.78171 0.07 -0.03 0.01
H 2.28380 -4.35671 3.38414 0.03 -0.01 0.05
H 1.02486 -6.19334 2.30761 0.10 -0.06 -0.01
H -1.16380 -7.23479 1.88533 -0.01 -0.08 -0.02
H -3.23460 -5.92556 2.17966 -0.07 -0.04 -0.01
H -3.10214 -3.57155 2.91281 -0.08 0.04 0.02
H -0.91504 -2.53852 3.35133 0.03 0.11 0.05
H -1.09006 -1.47906 0.03217 -0.07 0.11 0.04
H -2.01910 -0.04166 0.46535 0.02 -0.15 -0.01
H -1.04154 0.05167 -1.89661 0.04 -0.01 -0.05
H 0.56292 -0.03210 -1.14463 -0.01 0.00 -0.03
```
Positions in Å, forces in eV/Å.

Energy relative to the best compared isomer or geometry (same formula, charge and spin) (eV): 0.000
Energy (Ha): -1472.6102
SMILES string: NC(=O)C1(N2CCCCC2)CCN(C(=S)NCCc2ccccc2)CC1
LUMO (eV): 0.67

natural (NBO) population analysis, charges in e, atoms 1 to 2: -0.836, 0.680